ORCA calculation (the ωB97M-V functional and the def2-TZVPD basis) on 14 unconnected molecules or ions with the total composition C42H92B4F22N14O18S6 in a non-equilibrium geometry.

CARTESIAN COORDINATES (ANGSTROEM)
C: 1.8621 6.6805 4.2384
C: 1.7012 5.3706 5.1140
N: 2.0186 5.4412 6.5168
C: 1.3851 6.2913 7.4126
C: 2.0135 6.1391 8.6455
N: 3.0002 5.1784 8.5562
C: 3.0410 4.8225 7.2286
C: 4.0136 4.8801 9.5417
H: 1.5859 6.6166 3.1859
H: 2.8276 7.1654 4.3826
H: 1.1570 7.4625 4.5200
H: 2.3706 4.6406 4.6592
H: 0.7342 4.8942 4.9525
H: 0.6139 7.0019 7.1546
H: 1.8314 6.6508 9.5790
H: 3.8190 4.2020 6.8088
H: 3.4971 4.7152 10.4873
H: 4.6364 5.7646 9.6756
H: 4.5779 3.9887 9.2676
C: -8.6395 6.6593 3.2466
C: -9.7518 6.4239 2.2136
N: -11.0051 7.1654 2.4224
C: -11.3699 8.5246 2.1949
C: -12.6708 8.6655 2.4970
N: -13.1671 7.5031 2.9746
C: -12.1197 6.5953 3.0352
C: -14.4375 7.1599 3.4828
H: -7.9668 5.8316 3.4714
H: -9.1182 6.8780 4.2011
H: -7.9524 7.4180 2.8720
H: -10.0025 5.3633 2.2348
H: -9.4633 6.4859 1.1643
H: -10.6324 9.2174 1.8174
H: -13.2786 9.5575 2.4609
H: -12.1759 5.6140 3.4826
H: -14.6484 7.6282 4.4442
H: -14.5711 6.0963 3.6801
H: -15.1519 7.4037 2.6965
C: -1.9700 -12.4779 -7.2927
C: -1.3465 -11.8113 -6.0669
N: 0.0721 -11.7386 -6.1600
C: 1.0132 -12.6784 -5.7049
C: 2.3297 -12.1878 -6.0241
N: 2.1619 -11.0187 -6.7623
C: 0.7858 -10.8035 -6.7864
C: 3.1294 -10.1477 -7.3822
H: -3.0511 -12.5762 -7.1941
H: -1.6689 -13.5177 -7.4198
H: -1.7122 -11.9712 -8.2227
H: -1.5937 -12.2644 -5.1068
H: -1.6751 -10.7720 -6.0690
H: 0.5924 -13.5286 -5.1888
H: 3.3181 -12.6226 -6.0033
H: 0.3594 -10.0814 -7.4670
H: 3.8419 -9.7770 -6.6453
H: 2.5803 -9.3801 -7.9274
H: 3.7552 -10.7376 -8.0519
C: 3.6034 2.6808 -4.1474
C: 2.3055 3.5322 -3.6903
N: 1.5292 4.0928 -4.8104
C: 1.6512 5.3995 -5.1948
C: 0.6123 5.5609 -6.1452
N: 0.0065 4.3139 -6.4198
C: 0.6305 3.4132 -5.5908
C: -1.0210 3.9347 -7.3381
H: 4.0646 3.0683 -5.0557
H: 3.2566 1.6525 -4.2496
H: 4.3304 2.7685 -3.3400
H: 2.7080 4.3382 -3.0768
H: 1.6891 2.9060 -3.0452
H: 2.2444 6.1207 -4.6522
H: 0.1484 6.4488 -6.5488
H: 0.4062 2.3702 -5.4226
H: -1.1100 4.5493 -8.2340
H: -1.9622 3.8772 -6.7914
H: -0.8142 2.9106 -7.6489
C: -4.7579 10.2691 -3.6558
O: -4.0751 11.4604 -3.1629
C: -4.0965 11.6265 -1.7307
C: -3.6817 12.9709 -1.1404
N: -4.3857 14.2070 -1.8262
H: -5.3584 13.9937 -1.9953
H: -4.4696 14.9280 -1.1239
C: -3.5775 14.7288 -3.0341
C: -4.4399 15.9597 -3.5377
O: -4.7434 17.0092 -2.6086
C: -3.6847 17.9681 -2.7020
H: -4.1525 9.3694 -3.5454
H: -4.8982 10.2734 -4.7368
H: -5.7211 10.0639 -3.1886
H: -3.4635 10.8350 -1.3294
H: -5.1134 11.5823 -1.3410
H: -2.6173 13.2054 -1.1237
H: -3.8771 13.0600 -0.0718
H: -3.6452 13.9004 -3.7392
H: -2.5527 14.9726 -2.7537
H: -5.4545 15.7089 -3.8471
H: -4.0638 16.5003 -4.4062
H: -2.7084 17.4924 -2.6089
H: -3.8723 18.7458 -1.9617
H: -3.6304 18.4506 -3.6779
C: 11.8427 -6.6633 5.6714
O: 11.3696 -5.6821 4.7937
C: 10.3547 -6.1832 3.9154
C: 9.1746 -5.1937 3.7113
N: 8.6716 -4.6734 5.0405
H: 8.1950 -5.4949 5.3842
H: 9.4837 -4.4841 5.6103
C: 7.6790 -3.4941 4.9478
C: 8.3906 -2.1876 4.4839
O: 9.7095 -2.0269 5.0601
C: 9.6361 -1.6055 6.4194
H: 11.0887 -7.1598 6.2822
H: 12.3940 -6.0694 6.4005
H: 12.4345 -7.3762 5.0973
H: 9.8643 -7.1158 4.1943
H: 10.8190 -6.5499 2.9999
H: 8.3281 -5.6980 3.2451
H: 9.5858 -4.4120 3.0727
H: 7.2150 -3.2983 5.9145
H: 6.8621 -3.8775 4.3366
H: 7.7079 -1.3606 4.6792
H: 8.4860 -2.2241 3.3987
H: 10.6377 -1.6092 6.8495
H: 8.9503 -2.3007 6.9037
H: 9.2566 -0.5898 6.5305
C: -1.5676 0.1101 -0.7524
O: -1.1626 -0.6296 -1.8645
C: -1.9496 -1.7057 -2.3162
C: -1.5467 -2.9937 -1.5475
N: -0.0364 -3.2181 -1.7681
H: 0.2873 -3.0974 -2.7172
H: 0.4396 -2.5634 -1.1640
C: 0.3964 -4.6168 -1.2925
C: 1.8081 -4.9388 -1.8757
O: 2.7363 -3.9912 -1.4201
C: 3.9886 -4.1670 -2.0965
H: -0.7283 0.7741 -0.5456
H: -1.7528 -0.4525 0.1627
H: -2.4622 0.6825 -0.9978
H: -1.7296 -1.8821 -3.3691
H: -3.0338 -1.6076 -2.2605
H: -2.0469 -3.8973 -1.8958
H: -1.6210 -2.7542 -0.4868
H: -0.3641 -5.3295 -1.6115
H: 0.3357 -4.5951 -0.2044
H: 1.7241 -4.8917 -2.9615
H: 2.0516 -5.9462 -1.5382
H: 4.6704 -3.3528 -1.8512
H: 3.8655 -4.2724 -3.1744
H: 4.5984 -5.0026 -1.7528
N: 6.0048 -9.4943 6.7948
S: 6.5417 -10.7776 7.2797
O: 7.4886 -11.6090 6.5380
O: 5.9051 -11.4539 8.3813
F: 7.5917 -9.8926 8.1502
S: 4.8844 -10.2770 5.7991
O: 3.7601 -10.9272 6.4091
O: 5.5241 -10.8887 4.5768
F: 4.3253 -8.8925 5.2157
N: -10.0771 0.3678 4.8851
S: -8.8726 -0.4104 4.3970
O: -8.4431 -0.6337 3.0137
O: -8.3199 -1.4743 5.2713
F: -7.8814 0.7510 4.8006
S: -11.1431 -0.5368 3.9411
O: -11.1733 -1.9876 4.3153
O: -11.1454 -0.0784 2.5309
F: -12.5323 0.1025 4.4775
N: 9.7001 -13.6131 -3.8947
S: 10.3565 -12.8596 -2.7843
O: 10.1578 -11.4188 -2.6482
O: 11.5890 -13.4010 -2.1580
F: 9.3166 -13.3568 -1.6267
S: 10.6991 -12.9858 -5.0755
O: 12.1403 -12.8788 -4.8206
O: 10.0014 -12.0802 -6.0207
F: 10.8234 -14.3715 -5.8253
B: 0.2499 -0.9466 4.2996
F: -0.2087 -2.2032 4.0594
F: 1.2313 -0.7569 5.2686
F: 0.6570 -0.5105 3.0576
F: -0.7474 -0.0765 4.7221
B: 0.5585 -3.0761 -8.0231
F: -0.4487 -3.5710 -7.1836
F: 1.2991 -4.0441 -8.6436
F: 0.0179 -2.3803 -9.0464
F: 1.4824 -2.2959 -7.3399
B: -9.2824 2.9199 -4.8588
F: -7.9783 3.2722 -4.5775
F: -9.8877 3.9205 -5.5740
F: -9.2479 1.7260 -5.5668
F: -9.9521 2.6628 -3.7031
B: -4.1730 -9.0398 0.9455
F: -5.1107 -9.9084 1.4886
F: -2.8959 -9.4315 1.2098
F: -4.3367 -8.9550 -0.4176
F: -4.2090 -7.7831 1.5256

Its highest occupied orbital energy is -7.057 eV. Its total charge is 0. The calculation puts the total energy at -230258.4177 eV. Its orbital gap is 3.9 eV.